(1)
Density functional theory data (ωB97M-V/def2-TZVPD) for a 2-piece molecular cluster, C2O2 overall in a non-equilibrium geometry.

Each line ends with the Mulliken charge.
Element x y z (Å)
C: 1.531 0.297 0.457  0.156
C: -0.997 -0.335 -0.339  0.124
O: -1.608 0.278 0.349  -0.146
O: 1.074 -0.241 -0.467  -0.134

- HOMO energy (eV) = -11.862
- energy (eV) = -6167.1985
- ΔE to the lowest compared entry with this formula, charge and spin (kcal per mole) = 23.7
- maximum force (eV/A) = 5.63
- net charge = 0
- HOMO-LUMO gap (eV) = 12.491

---

(2)
Density functional theory data (ωB97M-V/def2-TZVPD) for C7H11N as an isolated structure in a non-equilibrium geometry.

Each line ends with the Mulliken charge.
Element x y z (Å)
C: 0.183 1.353 -0.552  -0.690
C: 1.257 0.321 -0.336  -0.413
C: 0.495 -0.930 -0.674  -0.931
C: -0.780 -0.982 -0.001  0.488
C: -1.142 -0.041 1.143  -1.013
C: -1.281 1.092 0.140  0.032
C: -1.915 -0.132 -0.168  -0.633
H: 0.702 2.339 -0.108  0.338
H: -0.032 1.243 -1.676  0.287
H: 2.003 0.287 -1.018  0.522
H: 1.280 -1.555 -0.229  0.391
H: 0.524 -1.356 -1.774  0.298
H: -0.937 -2.135 0.041  0.269
H: 1.242 -0.668 1.614  0.347
H: -1.556 -0.200 2.049  0.399
H: -1.980 2.045 0.316  0.282
H: -2.885 -0.502 -0.523  0.401
H: 2.909 -0.433 0.769  0.342
N: 1.912 0.254 0.988  -0.715

- HOMO energy (eV) = -8.708
- energy (eV) = -8921.1571
- ΔE to the lowest compared entry with this formula, charge and spin (kcal per mole) = 151.5
- maximum force (eV/A) = 6.09
- net charge = 0
- HOMO-LUMO gap (eV) = 9.649

---

(3)
Density functional theory data (ωB97M-V/def2-TZVPD) for FH5Si2 in the gas phase in a non-equilibrium geometry.

Each line ends with the Mulliken charge.
Element x y z (Å)
F: 1.774 -0.171 -0.832  -0.218
Si: 1.198 0.402 0.516  0.382
Si: -1.197 -0.311 -0.257  0.289
H: 1.631 -0.511 1.631  -0.072
H: 1.801 1.707 0.462  -0.082
H: -2.368 0.543 -0.068  -0.112
H: -1.640 -1.621 0.203  -0.097
H: -1.200 -0.039 -1.656  -0.090

- HOMO energy (eV) = -9.826
- SMILES string = F[SiH2][SiH3]
- energy (eV) = -18553.3284
- ΔE to the lowest compared entry with this formula, charge and spin (kcal per mole) = 6.9
- maximum force (eV/A) = 2.74
- net charge = 0
- HOMO-LUMO gap (eV) = 10.091

---

(4)
Density functional theory data (ωB97M-V/def2-TZVPD) for C23H29N3O2S2 in the gas phase in a non-equilibrium geometry.

Each line ends with the Mulliken charge.
Element x y z (Å)
C: -5.994 -1.964 -0.881  -1.075
N: -4.896 -1.024 -0.894  -0.092
C: -5.334 0.325 -0.597  -0.945
C: -4.159 1.288 -0.735  -0.584
N: -3.122 0.897 0.196  0.160
C: -2.095 1.874 0.432  -1.196
C: -1.154 2.235 -0.758  -0.916
C: 0.002 1.308 -0.872  -0.910
C: 1.270 1.540 -0.499  0.561
C: 1.770 2.794 0.078  0.004
C: 1.086 3.468 1.088  -0.120
C: 1.548 4.671 1.586  -0.950
C: 2.718 5.226 1.093  -0.592
C: 3.441 4.551 0.129  -0.617
C: 2.978 3.339 -0.363  0.790
S: 3.978 2.518 -1.573  -0.436
C: 3.551 0.843 -1.246  0.652
C: 4.491 -0.139 -1.543  -0.633
C: 4.194 -1.470 -1.318  -0.449
C: 2.962 -1.798 -0.780  -0.214
S: 2.532 -3.496 -0.432  1.426
O: 3.560 -4.366 -0.931  -0.732
O: 1.181 -3.728 -0.853  -0.693
N: 2.530 -3.464 1.263  0.046
C: 1.735 -4.523 1.847  -0.999
C: 3.877 -3.385 1.780  -0.879
C: 2.022 -0.833 -0.490  -0.740
C: 2.290 0.510 -0.740  -0.255
C: -2.670 -0.444 -0.107  -0.345
C: -3.845 -1.408 0.029  -1.021
H: -5.620 -2.951 -1.151  0.344
H: -6.734 -1.657 -1.619  0.337
H: -6.487 -2.032 0.102  0.371
H: -6.120 0.602 -1.304  0.496
H: -5.741 0.401 0.428  0.365
H: -4.485 2.304 -0.498  0.453
H: -3.812 1.261 -1.782  0.289
H: -2.599 2.790 0.755  0.212
H: -1.489 1.508 1.267  0.620
H: -1.743 2.196 -1.677  0.410
H: -0.804 3.259 -0.622  0.638
H: -0.206 0.352 -1.331  0.685
H: 0.188 3.031 1.494  0.384
H: 0.993 5.177 2.362  0.414
H: 3.078 6.171 1.472  0.385
H: 4.369 4.951 -0.249  0.391
H: 5.445 0.154 -1.952  0.433
H: 4.895 -2.256 -1.547  0.521
H: 2.243 -5.493 1.804  0.320
H: 0.809 -4.581 1.281  0.367
H: 1.517 -4.274 2.886  0.334
H: 3.837 -3.241 2.859  0.346
H: 4.454 -4.288 1.551  0.328
H: 4.368 -2.528 1.322  0.267
H: 1.075 -1.142 -0.078  0.645
H: -1.882 -0.722 0.597  0.330
H: -2.279 -0.525 -1.134  0.178
H: -3.514 -2.420 -0.217  0.521
H: -4.203 -1.397 1.074  0.370

- HOMO energy (eV) = -8.042
- SMILES string = CN1CCN(CC/C=C2\c3ccccc3Sc3ccc(S(=O)(=O)N(C)C)cc32)CC1
- energy (eV) = -54556.6607
- ΔE to the lowest compared entry with this formula, charge and spin (kcal per mole) = 58.0
- maximum force (eV/A) = 1.11
- net charge = 0
- HOMO-LUMO gap (eV) = 8.493